DFT (ωB97M-V/def2-TZVPD) results for a cluster of 3 separate species, C15H36BrN2O in total.

Summary:
**E_HOMO (spin up / spin down)**: -2.168 / -7.330 eV
**Charge**: 0
**Kohn-Sham gap (spin up / spin down)**: 2.296 / 7.371 eV
**Spin multiplicity**: 2
**Total energy**: -91203.3347 eV

Positions of all 55 atoms, in Å:
Br (0.296, -0.152, -2.849)
C (5.128, 3.201, -1.160)
C (3.592, 2.771, -1.188)
C (2.755, 4.010, -1.103)
O (1.404, 3.692, -1.401)
C (0.652, 2.984, -0.335)
N (3.447, 1.986, -2.474)
H (3.496, 2.606, -3.270)
H (4.216, 1.392, -2.749)
H (2.590, 1.453, -2.461)
H (5.113, 3.781, -2.083)
H (5.798, 2.370, -0.943)
H (5.355, 3.972, -0.425)
H (3.422, 2.062, -0.378)
H (3.057, 4.668, -1.918)
H (2.858, 4.413, -0.096)
H (1.298, 2.227, 0.110)
H (-0.296, 2.581, -0.690)
H (0.228, 3.608, 0.452)
C (-4.337, -0.561, -1.772)
C (-4.059, -1.931, -1.106)
C (-3.275, -1.884, 0.272)
C (-1.825, -1.779, -0.093)
N (-0.888, -1.970, 1.181)
C (0.607, -2.029, 0.760)
C (0.848, -3.413, 0.221)
C (-0.091, -4.333, 0.985)
C (-0.961, -3.321, 1.811)
C (-1.049, -0.772, 2.184)
C (-1.032, 0.659, 1.539)
C (-1.017, 1.710, 2.646)
H (-5.388, -0.278, -1.817)
H (-4.025, -0.382, -2.801)
H (-3.762, 0.203, -1.249)
H (-3.504, -2.536, -1.823)
H (-4.981, -2.503, -1.003)
H (-3.502, -2.677, 0.985)
H (-3.632, -1.066, 0.897)
H (-1.507, -1.006, -0.793)
H (-1.507, -2.701, -0.579)
H (1.139, -1.714, 1.657)
H (0.764, -1.194, 0.077)
H (1.876, -3.748, 0.358)
H (0.548, -3.343, -0.825)
H (0.532, -4.812, 1.740)
H (-0.661, -5.104, 0.466)
H (-0.427, -3.260, 2.759)
H (-2.017, -3.498, 2.015)
H (-0.298, -0.895, 2.965)
H (-2.017, -0.977, 2.642)
H (-1.781, 0.866, 0.774)
H (-0.050, 0.786, 1.083)
H (-0.053, 1.860, 3.131)
H (-1.631, 1.368, 3.479)
H (-1.442, 2.608, 2.197)

Atom charges from the natural (NBO) analysis, given in e for atoms 1 to 6: number 1, Br, carries -0.968; number 2, C, carries -0.746; number 3, C, carries -0.285; number 4, C, carries -0.087; number 5, O, carries -0.549; number 6, C, carries -0.277

***

DFT (ωB97M-V/def2-TZVPD) results for the molecule C4H5ClN2O.

Summary:
**E_HOMO**: -9.050 eV
**SMILES**: [H]/N=C/C=C\N=C(\O)Cl
**Charge**: 0
**Kohn-Sham gap**: 9.324 eV
**Total energy**: -21776.5643 eV

Positions of all 13 atoms, in Å:
C (-0.989, 0.896, -1.001)
C (-1.472, 0.128, 0.136)
C (0.348, 1.178, -1.066)
C (1.424, -0.508, 0.196)
N (1.194, 0.689, -0.085)
N (-0.734, -0.798, 0.656)
O (2.020, -0.849, 1.389)
Cl (1.188, -1.980, -0.909)
H (-1.762, 1.429, -1.444)
H (-2.422, 0.493, 0.496)
H (0.865, 2.022, -1.685)
H (-1.035, -1.342, 1.435)
H (1.375, -1.358, 1.880)

Atom charges from the natural (NBO) analysis, given in e for atoms 1 to 6: number 1, C, carries -0.358; number 2, C, carries 0.132; number 3, C, carries 0.075; number 4, C, carries 0.671; number 5, N, carries -0.519; number 6, N, carries -0.685

***

DFT (ωB97M-V/def2-TZVPD) results for a cluster of 2 separate species, C5H9NO2S in total.

Summary:
**E_HOMO**: -10.193 eV
**SMILES**: C/C=C/S(N)(=O)=O.C#C
**Charge**: 0
**Kohn-Sham gap**: 10.814 eV
**Total energy**: -21747.1009 eV

Positions of all 18 atoms, in Å:
C (0.031, 1.508, -3.202)
C (-1.279, -2.271, -0.190)
C (0.551, 0.670, -2.511)
C (-0.194, -1.345, 0.169)
C (-0.380, -0.201, 0.788)
N (0.808, 1.296, 2.596)
O (2.169, 0.350, 0.644)
O (0.603, 2.316, 0.375)
S (0.895, 1.032, 0.928)
H (-0.609, 2.225, -3.477)
H (-2.355, -1.991, 0.191)
H (-1.143, -3.304, 0.007)
H (-1.357, -2.263, -1.336)
H (0.971, -0.099, -1.959)
H (0.764, -1.593, -0.113)
H (-1.340, 0.138, 1.102)
H (0.271, 2.106, 2.801)
H (1.594, 1.427, 3.188)

Atom charges from the natural (NBO) analysis, given in e for atoms 1 to 6: number 1, C, carries -0.217; number 2, C, carries -0.653; number 3, C, carries -0.220; number 4, C, carries -0.109; number 5, C, carries -0.487; number 6, N, carries -1.092

***

DFT (ωB97M-V/def2-TZVPD) results for a structure of composition C30H53NPPbSeSiTe.

Summary:
**E_HOMO**: -10.251 eV
**Charge**: +1
**Kohn-Sham gap**: 6.804 eV
**Total energy**: -128510.7168 eV

Positions of all 89 atoms, in Å:
Pb (-0.011, -0.405, -1.003)
C (3.427, -3.578, -1.311)
C (4.490, -2.814, -2.095)
C (4.301, -1.307, -1.939)
C (4.274, -0.858, -0.450)
C (4.410, -2.066, 0.488)
C (3.388, -3.160, 0.179)
P (2.776, 0.158, -0.101)
C (3.049, 1.833, -0.838)
C (2.641, 2.026, -2.315)
C (3.771, 1.962, -3.343)
C (4.951, 2.829, -2.918)
C (5.478, 2.362, -1.567)
C (4.404, 2.490, -0.488)
C (2.847, 0.465, 1.724)
C (2.337, 1.844, 2.171)
C (2.381, 1.987, 3.693)
C (1.571, 0.894, 4.379)
C (2.088, -0.476, 3.958)
C (2.032, -0.632, 2.441)
H (3.610, -4.649, -1.401)
H (2.451, -3.388, -1.769)
H (4.433, -3.073, -3.153)
H (5.488, -3.103, -1.760)
H (3.363, -1.036, -2.438)
H (5.093, -0.780, -2.469)
H (5.108, -0.179, -0.253)
H (4.338, -1.755, 1.530)
H (5.420, -2.466, 0.373)
H (2.383, -2.805, 0.430)
H (3.583, -4.019, 0.823)
H (2.281, 2.372, -0.278)
H (2.185, 3.019, -2.390)
H (1.851, 1.320, -2.598)
H (3.381, 2.289, -4.309)
H (4.115, 0.936, -3.474)
H (4.626, 3.873, -2.837)
H (5.739, 2.799, -3.671)
H (6.350, 2.947, -1.269)
H (5.813, 1.325, -1.657)
H (4.225, 3.559, -0.322)
H (4.779, 2.098, 0.461)
H (3.901, 0.374, 2.015)
H (1.301, 1.967, 1.831)
H (2.921, 2.644, 1.717)
H (2.015, 2.977, 3.973)
H (3.422, 1.929, 4.028)
H (0.520, 0.988, 4.084)
H (1.610, 1.006, 5.463)
H (1.521, -1.276, 4.437)
H (3.129, -0.583, 4.286)
H (0.987, -0.560, 2.112)
H (2.370, -1.628, 2.154)
C (-1.006, 3.742, -2.255)
Te (-0.751, 3.189, -0.215)
C (0.517, 4.828, 0.239)
H (-1.750, 4.529, -2.326)
H (-1.334, 2.874, -2.824)
H (-0.050, 4.088, -2.639)
H (1.354, 4.847, -0.457)
H (0.888, 4.709, 1.255)
H (-0.058, 5.747, 0.167)
N (-2.598, 0.336, -0.143)
C (-3.724, 0.127, -0.065)
C (-5.138, -0.149, 0.041)
C (-5.678, -0.474, 1.282)
C (-7.034, -0.734, 1.379)
C (-7.837, -0.668, 0.248)
C (-7.291, -0.342, -0.987)
C (-5.936, -0.080, -1.097)
H (-5.039, -0.522, 2.153)
H (-7.465, -0.986, 2.338)
H (-8.896, -0.874, 0.329)
H (-7.921, -0.290, -1.864)
H (-5.496, 0.175, -2.051)
C (0.510, -5.114, 1.935)
Si (-0.243, -4.977, 0.259)
C (0.809, -5.708, -1.066)
C (-1.980, -5.583, 0.164)
Se (-0.546, -2.724, -0.098)
H (0.636, -6.163, 2.217)
H (-0.116, -4.628, 2.683)
H (1.492, -4.637, 1.941)
H (0.537, -6.760, -1.191)
H (1.868, -5.657, -0.811)
H (0.655, -5.205, -2.020)
H (-2.021, -6.667, 0.297)
H (-2.401, -5.337, -0.812)
H (-2.599, -5.114, 0.930)

Atom charges from the Mulliken analysis, given in e for atoms 1 to 6: number 1, Pb, carries 0.636; number 2, C, carries -0.781; number 3, C, carries -1.630; number 4, C, carries -0.640; number 5, C, carries 0.646; number 6, C, carries -2.673